This record from OMol25 describes C5H15N3 in the gas phase. The level of theory is the ωB97M-V functional and the def2-TZVPD basis.

Last column: natural (NBO) charge in e.
CARTESIAN COORDINATES (ANGSTROEM)
C1 -1.991 1.219 -1.749  -0.408
N1 -1.087 1.274 -0.621  -0.633
C2 -0.280 0.087 -0.415  -0.055
C3 -1.064 -1.223 -0.251  -0.656
C4 0.603 0.361 0.821  0.109
N2 -0.244 0.528 1.981  -0.844
N3 1.565 -0.724 1.027  -0.643
C5 2.642 -0.781 0.059  -0.416
H1 -2.792 0.471 -1.659  0.162
H2 -1.414 0.996 -2.647  0.187
H3 -2.451 2.199 -1.869  0.200
H4 -1.593 1.474 0.237  0.370
H5 0.375 -0.004 -1.290  0.186
H6 -1.466 -1.550 -1.207  0.212
H7 -0.396 -1.992 0.129  0.232
H8 -1.889 -1.089 0.445  0.200
H9 1.112 1.328 0.647  0.167
H10 -0.667 -0.362 2.218  0.360
H11 0.301 0.835 2.780  0.359
H12 1.968 -0.613 1.955  0.352
H13 3.374 -1.514 0.393  0.203
H14 2.247 -1.106 -0.902  0.191
H15 3.146 0.187 -0.082  0.165

The calculation puts the total energy at -9898.373 eV. The relative energy (zero: lowest compared OMol25 entry of this formula, charge and spin) is 0.778 eV. The charge is 0. Its SMILES is CN[C@H](C)[C@@H](N)NC. The gap between HOMO and LUMO is 0.34871 Eh. The lowest unoccupied orbital energy comes out at 1.0 eV.


This record from OMol25 describes a molecular structure, C32H49BrClInO2P. The level of theory is the ωB97M-V functional and the def2-TZVPD basis.

Last column: Löwdin charge in e.
CARTESIAN COORDINATES (ANGSTROEM)
In1 0.797 0.727 1.734  0.450
P1 -2.279 -0.300 -0.238  1.101
Cl1 -0.258 2.441 0.419  0.089
C1 -0.255 0.766 3.547  -0.248
H1 -0.471 1.708 4.078  -0.040
H2 -0.598 -0.135 4.090  -0.054
C2 -2.764 0.585 -1.855  -0.428
C3 -3.674 -0.108 1.015  -0.439
C4 -2.913 2.098 -1.649  -0.239
H3 -1.839 0.423 -2.443  0.106
C5 -2.947 2.832 -2.995  -0.192
H4 -3.826 2.325 -1.078  0.100
H5 -2.063 2.470 -1.061  0.000
C6 -4.039 2.284 -3.919  -0.210
H6 -3.099 3.903 -2.820  0.111
H7 -1.966 2.723 -3.478  0.120
C7 -4.015 0.755 -4.030  -0.200
H8 -5.018 2.603 -3.538  0.108
H9 -3.929 2.723 -4.917  0.102
C8 -3.938 0.044 -2.673  -0.219
H10 -4.903 0.404 -4.568  0.103
H11 -3.140 0.455 -4.623  0.112
H12 -4.876 0.211 -2.125  0.097
H13 -3.849 -1.037 -2.837  0.078
C9 -2.335 -2.123 -0.708  -0.453
C10 -5.047 0.212 0.424  -0.222
H14 -3.728 -1.098 1.505  0.107
C11 -6.115 0.312 1.519  -0.201
H15 -4.997 1.167 -0.119  0.095
H16 -5.355 -0.555 -0.302  0.092
C12 -5.724 1.289 2.635  -0.211
H17 -7.064 0.620 1.065  0.105
H18 -6.273 -0.687 1.947  0.110
C13 -4.324 1.021 3.188  -0.203
H19 -5.762 2.313 2.242  0.113
H20 -6.461 1.230 3.442  0.101
C14 -3.269 0.925 2.080  -0.236
H21 -4.039 1.810 3.893  0.108
H22 -4.331 0.074 3.743  0.111
H23 -3.145 1.910 1.605  0.110
H24 -2.284 0.690 2.521  0.042
C15 -1.517 -2.365 -1.991  -0.219
H25 -1.777 -2.567 0.140  0.108
C16 -1.407 -3.856 -2.330  -0.202
H26 -1.991 -1.843 -2.836  0.100
H27 -0.511 -1.932 -1.882  0.095
C17 -2.766 -4.567 -2.340  -0.209
H28 -0.923 -3.968 -3.308  0.106
H29 -0.752 -4.337 -1.591  0.112
C18 -3.591 -4.290 -1.078  -0.205
H30 -3.335 -4.248 -3.223  0.111
H31 -2.610 -5.647 -2.441  0.102
C19 -3.715 -2.795 -0.753  -0.218
H32 -4.595 -4.718 -1.185  0.104
H33 -3.117 -4.789 -0.222  0.111
H34 -4.347 -2.314 -1.513  0.093
H35 -4.234 -2.677 0.208  0.099
C20 1.869 0.197 -1.808  -0.107
C21 2.407 0.553 -0.686  -0.238
H36 1.073 0.813 -2.238  0.115
C22 3.376 -0.296 0.097  -0.233
H37 2.273 1.587 -0.327  0.025
C23 4.190 -1.184 -0.862  -0.198
H38 4.041 0.328 0.710  0.092
H39 2.829 -0.946 0.812  0.058
C24 3.267 -1.932 -1.832  -0.200
H40 4.891 -0.549 -1.428  0.112
H41 4.797 -1.894 -0.289  0.102
C25 2.317 -0.993 -2.611  -0.184
H42 3.866 -2.507 -2.552  0.101
H43 2.674 -2.656 -1.256  0.106
H44 2.848 -0.636 -3.508  0.114
H45 1.459 -1.564 -2.990  0.088
Br1 2.622 3.369 2.182  0.780
C26 4.105 3.194 0.960  -0.565
C27 5.298 2.617 1.399  -0.148
C28 6.270 2.258 0.461  -0.114
C29 6.046 2.500 -0.902  -0.100
C30 4.880 3.139 -1.317  -0.023
C31 3.921 3.542 -0.377  -0.188
C32 2.676 4.295 -0.861  -0.755
O1 2.560 5.422 -0.346  -0.046
O2 2.019 3.654 -1.711  -0.057
H46 5.439 2.439 2.461  0.094
H47 7.193 1.785 0.793  0.092
H48 6.785 2.201 -1.650  0.095
H49 4.682 3.346 -2.371  0.122

The calculation puts the total energy at -135101.610 eV. The relative energy (zero: lowest compared OMol25 entry of this formula, charge and spin) is 0.505 eV. The charge is -1. The gap between HOMO and LUMO (spin up / spin down) is 0.23595 / 0.23386 Eh. The lowest unoccupied orbital energy (spin up / spin down) comes out at 1.5 / 2.0 eV.


This record from OMol25 describes O3P4S in the gas phase. The level of theory is the ωB97M-V functional and the def2-TZVPD basis.

Last column: natural (NBO) charge in e.
CARTESIAN COORDINATES (ANGSTROEM)
O1 0.580 1.562 -0.001  -0.991
O2 0.082 -0.595 1.172  -1.057
O3 0.055 -0.551 -1.273  -1.051
P1 -1.980 0.977 0.035  0.407
P2 -1.545 -0.857 1.137  0.604
P3 -1.572 -0.847 -1.135  0.589
P4 0.931 0.159 -0.059  2.032
S1 2.825 -0.285 0.068  -0.534

The calculation puts the total energy at -54133.600 eV. The charge is 0. The gap between HOMO and LUMO (spin up / spin down) is 0.17988 / 0.17991 Eh. The lowest unoccupied orbital energy (spin up / spin down) comes out at -3.8 / -3.8 eV.